The following is a DFT calculation (ωB97M-V/def2-TZVPD) of a molecular structure, C28H41AsBF4N4S4SbSn.

Geometry (Å):
Sn -1.148 -2.226 -0.864
C -1.362 1.532 -3.503
C -0.859 0.253 -4.213
C 0.462 -0.289 -3.718
C 1.537 -0.311 -4.604
C 2.749 -0.849 -4.216
C 2.883 -1.317 -2.926
C 1.785 -1.237 -2.095
N 0.596 -0.758 -2.465
N -2.627 1.449 -2.774
C -3.763 1.083 -3.610
C -4.917 0.413 -2.870
C -5.893 -0.273 -3.587
C -6.874 -0.958 -2.893
C -6.871 -0.919 -1.507
C -5.885 -0.176 -0.876
N -4.939 0.484 -1.545
C -2.898 2.703 -2.092
C -2.189 2.901 -0.770
C -1.431 4.040 -0.512
C -0.980 4.266 0.782
C -1.288 3.349 1.772
C -2.008 2.213 1.410
N -2.449 2.002 0.177
H -1.455 2.338 -4.258
H -0.600 1.860 -2.790
H -0.739 0.455 -5.278
H -1.595 -0.547 -4.112
H 1.402 0.062 -5.611
H 3.567 -0.928 -4.921
H 3.794 -1.791 -2.586
H 1.836 -1.608 -1.079
H -3.436 0.382 -4.377
H -4.166 1.968 -4.136
H -5.844 -0.314 -4.669
H -7.615 -1.540 -3.429
H -7.592 -1.477 -0.923
H -5.832 -0.115 0.207
H -3.958 2.710 -1.844
H -2.687 3.560 -2.758
H -1.210 4.747 -1.303
H -0.402 5.155 1.011
H -0.993 3.508 2.802
H -2.265 1.447 2.136
S 1.676 -4.331 -4.377
As 0.352 -5.295 -3.045
S -2.562 -3.058 -2.804
S 0.324 -4.176 -1.015
S -1.795 -4.738 -3.752
F -2.046 -2.739 1.798
B -1.778 -2.182 3.087
F -2.924 -1.473 3.521
F -1.475 -3.217 3.992
F -0.656 -1.288 3.067
C 1.197 0.483 5.168
C 2.394 0.825 4.278
C 3.697 0.659 5.056
Sb 2.103 -0.214 2.330
C 3.702 0.834 1.184
C 3.001 1.998 0.480
C 4.951 1.321 1.910
C 3.151 -2.142 2.564
C 4.372 -2.203 3.475
C 2.103 -3.176 2.982
H 1.178 1.118 6.065
H 1.245 -0.560 5.495
H 0.248 0.602 4.642
H 2.312 1.873 3.965
H 3.739 -0.316 5.541
H 3.757 1.419 5.848
H 4.580 0.766 4.427
H 4.005 0.113 0.425
H 2.642 2.734 1.208
H 2.132 1.645 -0.083
H 3.672 2.515 -0.220
H 4.702 2.064 2.674
H 5.644 1.798 1.203
H 5.489 0.499 2.390
H 3.470 -2.362 1.540
H 4.083 -2.095 4.522
H 5.110 -1.434 3.237
H 4.862 -3.180 3.371
H 1.678 -2.937 3.962
H 2.548 -4.178 3.036
H 1.274 -3.221 2.273

The calculation puts the energy above the lowest of the compared OMol25 structures with the same formula, charge and spin at 1.189 eV. The value obtained for the HOMO-LUMO gap is 0.1991 Ha. As for the total charge: -2. Its HOMO energy is -0.0488 Eh.

The following is a DFT calculation (ωB97M-V/def2-TZVPD) of 2 unconnected molecules or ions with the total composition C10H16 at a distorted geometry.

Geometry (Å):
C -2.637 0.302 -1.853
C -0.726 -2.390 0.011
C -1.636 -1.391 -0.269
C 0.285 -2.686 -0.899
C -1.534 -0.609 -1.422
C 0.480 -1.862 -2.008
C -0.437 -0.858 -2.252
H -0.615 -2.793 1.007
H -2.402 -1.071 0.417
H 0.955 -3.499 -0.648
H 1.320 -2.133 -2.636
H -3.303 0.473 -0.999
H -3.340 -0.170 -2.543
H -0.226 -0.128 -3.023
H -2.253 1.227 -2.279
C 0.919 1.881 1.672
C 1.137 0.397 1.382
C 2.164 2.554 2.222
H 0.658 2.371 0.732
H 0.071 2.003 2.345
H 1.688 0.245 0.457
H 2.786 1.923 2.854
H 2.832 2.902 1.426
H 1.965 3.460 2.805
H 1.707 -0.107 2.163
H 0.141 -0.042 1.337

The calculation puts the energy above the lowest of the compared OMol25 structures with the same formula, charge and spin at 0.600 eV. The SMILES is Cc1ccccc1.CCC. The value obtained for the HOMO-LUMO gap is 0.3662 Ha. As for the total charge: 0. Its HOMO energy is -0.3305 Eh.

The following is a DFT calculation (ωB97M-V/def2-TZVPD) of 6 unconnected molecules or ions with the total composition C29H72N8O9 at a distorted geometry.

Geometry (Å):
C -24.779 -19.650 -5.926
O -24.738 -18.287 -6.275
C -24.052 -17.418 -5.385
C -24.719 -17.004 -4.055
N -24.999 -18.193 -3.208
C -23.809 -18.922 -2.825
C -24.168 -19.984 -1.783
O -25.043 -20.918 -2.365
C -25.665 -21.736 -1.398
H -23.807 -20.121 -6.137
H -25.400 -20.244 -6.599
H -25.143 -19.863 -4.925
H -23.916 -16.538 -6.018
H -23.039 -17.815 -5.242
H -25.680 -16.539 -4.254
H -23.972 -16.407 -3.521
H -25.408 -17.826 -2.355
H -23.041 -18.266 -2.373
H -23.234 -19.360 -3.644
H -24.667 -19.420 -0.989
H -23.220 -20.425 -1.460
H -26.181 -22.581 -1.852
H -26.384 -21.233 -0.747
H -24.858 -22.170 -0.794
C -25.904 -14.481 -11.517
O -24.922 -14.893 -12.436
C -24.460 -13.893 -13.318
C -23.578 -14.565 -14.333
N -22.278 -14.836 -13.704
C -21.436 -15.603 -14.630
C -20.112 -15.931 -13.955
O -20.371 -16.613 -12.753
C -19.368 -17.539 -12.337
H -26.143 -15.369 -10.929
H -26.864 -14.191 -11.954
H -25.555 -13.731 -10.804
H -23.896 -13.141 -12.750
H -25.274 -13.316 -13.776
H -23.462 -14.038 -15.277
H -24.083 -15.531 -14.486
H -22.401 -15.565 -13.000
H -21.275 -15.006 -15.535
H -21.948 -16.512 -14.985
H -19.680 -14.945 -13.723
H -19.327 -16.367 -14.581
H -18.400 -17.042 -12.459
H -19.348 -18.374 -13.043
H -19.574 -17.798 -11.306
C -33.175 -17.694 -4.012
O -32.311 -17.990 -5.100
C -31.974 -19.362 -5.095
C -30.942 -19.683 -6.178
N -29.611 -19.128 -5.880
C -28.596 -19.663 -6.814
C -28.210 -21.102 -6.454
O -27.391 -21.075 -5.316
C -26.987 -22.310 -4.808
H -33.976 -18.433 -3.894
H -33.654 -16.750 -4.261
H -32.710 -17.708 -3.022
H -32.840 -20.009 -5.272
H -31.535 -19.735 -4.163
H -31.367 -19.160 -7.050
H -30.856 -20.750 -6.368
H -29.726 -18.139 -6.096
H -27.710 -19.028 -6.801
H -29.005 -19.617 -7.833
H -27.637 -21.515 -7.295
H -29.153 -21.651 -6.381
H -26.084 -22.184 -4.203
H -26.533 -22.956 -5.577
H -27.762 -22.821 -4.234
C -25.352 -18.355 -13.108
C -24.180 -19.180 -12.550
C -23.038 -18.278 -12.097
C -23.238 -17.509 -10.822
C -23.557 -18.552 -9.698
C -24.675 -19.530 -10.036
N -24.570 -20.054 -11.428
O -25.642 -20.911 -11.724
C -24.539 -20.702 -9.062
C -25.997 -18.802 -9.776
C -23.563 -20.039 -13.665
H -26.236 -18.938 -13.353
H -24.966 -17.719 -13.906
H -25.695 -17.632 -12.364
H -22.066 -18.753 -11.941
H -22.846 -17.536 -12.879
H -24.092 -16.824 -10.827
H -22.372 -16.957 -10.458
H -23.779 -17.991 -8.786
H -22.569 -18.968 -9.464
H -23.607 -21.247 -9.210
H -24.678 -20.424 -8.018
H -25.374 -21.373 -9.295
H -26.161 -18.293 -8.817
H -26.171 -17.983 -10.474
H -26.879 -19.451 -9.760
H -23.507 -19.472 -14.596
H -24.102 -20.969 -13.854
H -22.537 -20.326 -13.430
H -25.466 -21.716 -11.224
C -26.648 -15.635 -7.922
O -27.116 -14.691 -8.563
N -25.390 -16.120 -8.174
N -27.271 -16.306 -6.931
H -24.803 -15.597 -8.802
H -24.998 -16.955 -7.779
H -28.284 -16.398 -6.913
H -26.697 -16.877 -6.335
C -30.633 -15.280 -6.562
O -30.007 -16.306 -6.857
N -31.712 -15.330 -5.735
N -30.329 -14.064 -7.078
H -31.922 -16.234 -5.316
H -32.311 -14.538 -5.611
H -30.895 -13.307 -6.752
H -29.656 -13.998 -7.825

The SMILES is CC1(C)CCCC(C)(C)N1O.COCCNCCOC.COCCNCCOC.COCCNCCOC.NC(N)=O.NC(N)=O. The value obtained for the HOMO-LUMO gap is 0.3089 Ha. As for the total charge: 0. Its HOMO energy is -0.2808 Eh.

The following is a DFT calculation (ωB97M-V/def2-TZVPD) of 2 unconnected molecules or ions with the total composition C3H11N2O at a distorted geometry.

Geometry (Å):
C 2.052 -0.662 1.107
C 0.954 -1.572 0.616
N -0.137 -1.018 -0.203
C -0.478 0.228 -0.357
N 0.266 1.300 -0.026
H 2.636 -0.179 0.340
H 2.778 -1.209 1.710
H 1.646 0.015 1.862
H 0.475 -2.074 1.453
H 1.415 -2.377 0.043
H -0.883 -1.541 -0.645
H -1.523 0.406 -0.607
H 1.087 1.603 -0.517
H -0.195 1.972 0.573
H -3.601 1.000 -1.995
H -3.411 2.470 -1.859
O -3.082 1.640 -1.495

The calculation puts the energy above the lowest of the compared OMol25 structures with the same formula, charge and spin at 1.697 eV. The value obtained for the HOMO-LUMO gap is 0.3898 Ha. As for the total charge: +1. Its HOMO energy is -0.5393 Eh.

The following is a DFT calculation (ωB97M-V/def2-TZVPD) of a molecular structure, C2H2N2OS.

Geometry (Å):
C -0.183 0.081 -0.010
C 1.796 0.595 -0.002
H -2.115 1.267 0.030
H 2.693 1.171 -0.020
N 0.537 1.150 0.004
N 1.836 -0.701 0.007
O 0.504 -1.063 0.000
S -1.931 -0.071 -0.001

The calculation puts the energy above the lowest of the compared OMol25 structures with the same formula, charge and spin at 1.051 eV. The value obtained for the HOMO-LUMO gap is 0.3834 Ha. As for the total charge: 0. Its HOMO energy is -0.3613 Eh.

The following is a DFT calculation (ωB97M-V/def2-TZVPD) of a molecular structure, C12H26MnN6O6S at a distorted geometry.

Geometry (Å):
O -0.163 -1.047 -4.175
H -0.630 -1.199 -5.011
Mn -0.044 0.358 -1.089
N 1.523 -0.727 -1.462
N -0.561 -1.406 -0.320
N 0.877 1.980 -0.801
N -1.177 1.193 0.289
O 2.689 -0.299 -1.754
O 2.148 2.188 -1.187
O -2.140 0.624 1.003
O -1.508 -1.675 0.528
C 0.112 -2.469 -0.831
C 1.270 -2.073 -1.524
C 0.236 2.956 -0.125
C -0.923 2.491 0.551
C 2.186 -2.924 -2.303
H 2.102 -2.664 -3.367
H 1.924 -3.979 -2.171
H 3.211 -2.747 -1.967
C -0.389 -3.855 -0.648
H -1.351 -3.978 -1.163
H -0.530 -4.122 0.405
H 0.317 -4.569 -1.078
C 0.778 4.329 -0.025
C -1.736 3.293 1.502
H 1.448 4.479 -0.878
H 1.338 4.475 0.908
H -0.039 5.063 -0.042
H -2.435 2.703 2.102
H -2.330 4.023 0.944
H -1.100 3.850 2.194
H 2.475 1.220 -1.409
H -1.937 -0.456 0.805
C -1.368 0.180 -2.533
H -0.939 -0.577 -3.437
H -1.552 1.174 -2.934
H -2.294 -0.226 -2.091
O 0.712 1.058 -3.140
H 0.602 0.263 -3.763
H 1.252 1.756 -3.563
S 1.591 0.194 1.332
C 0.640 -0.317 2.637
N 0.423 -1.591 3.038
C -0.517 -1.717 4.136
C -0.871 -0.259 4.442
N -0.086 0.471 3.466
H 0.815 -2.387 2.539
H -0.041 -2.204 4.992
H -1.392 -2.301 3.833
H -0.578 0.026 5.456
H -1.939 -0.061 4.310
H -0.099 1.484 3.377

The calculation puts the energy above the lowest of the compared OMol25 structures with the same formula, charge and spin at 0.726 eV. As for the spin multiplicity: 6. The value obtained for the HOMO-LUMO gap (spin up / spin down) is 0.1860 / 0.2248 Ha. As for the total charge: 0. Its HOMO energy (spin up / spin down) is -0.2116 / -0.2600 Eh.

The following is a DFT calculation (ωB97M-V/def2-TZVPD) of C4H7NO in the gas phase at a distorted geometry.

Geometry (Å):
O 0.062 -0.317 -1.227
C -0.966 -1.220 -1.050
C -1.667 -1.038 0.058
C 0.728 0.079 0.029
C 1.309 1.423 0.016
N 0.377 1.089 1.087
H -1.180 -2.002 -1.805
H -2.283 -1.798 0.498
H -1.610 -0.034 0.470
H 1.196 -0.817 0.429
H 0.828 2.121 -0.667
H 2.379 1.561 0.150
H 0.826 0.953 2.012

The calculation puts the energy above the lowest of the compared OMol25 structures with the same formula, charge and spin at 3.949 eV. The SMILES is C=CO[C@H]1CN1. The value obtained for the HOMO-LUMO gap is 0.3659 Ha. As for the total charge: 0. Its HOMO energy is -0.3251 Eh.

The following is a DFT calculation (ωB97M-V/def2-TZVPD) of 2 unconnected molecules or ions with the total composition C3H12NO at a distorted geometry.

Geometry (Å):
C 0.148 0.607 2.647
O -0.890 -0.110 1.921
H 1.145 0.429 2.243
H 0.031 1.678 2.451
H 0.074 0.358 3.699
H -1.652 0.404 2.197
C 0.873 0.679 -1.643
C -0.105 -0.456 -1.974
N -0.491 -1.138 -0.688
H 1.728 0.274 -1.106
H 1.220 1.147 -2.564
H 0.378 1.399 -0.991
H -1.004 -0.077 -2.443
H 0.416 -1.196 -2.577
H -1.463 -1.507 -0.734
H -0.505 -0.468 0.107
H 0.100 -2.023 -0.544

The calculation puts the energy above the lowest of the compared OMol25 structures with the same formula, charge and spin at 0.906 eV. As for the spin multiplicity: 2. The value obtained for the HOMO-LUMO gap (spin up / spin down) is 0.1482 / 0.4366 Ha. As for the total charge: 0. Its HOMO energy (spin up / spin down) is -0.1163 / -0.4149 Eh.